i) {
  "formula": "C3H7O3",
  "method": "ωB97M-V/def2-TZVPD",
  "total_charge": -1,
  "e_lumo_ev": 4.30,
  "multiplicity": 1,
  "symbols": ["H", "H", "C", "H", "H", "C", "H", "O", "H", "C", "H", "O", "O"],
  "positions_angstrom": [[-2.67, 1.05, -1.30], [-2.05, -0.54, -1.52], [2.00, -0.68, 0.75], [0.95, -0.82, 0.49], [-2.96, -0.25, -0.01], [-2.29, 0.18, -0.74], [2.15, -0.50, 1.81], [-0.14, 1.27, -0.69], [1.87, 0.78, -0.47], [-0.96, 0.64, 0.00], [2.43, -1.68, 0.55], [2.61, 0.31, -0.06], [-0.93, 0.25, 1.19]]
}


ii) {
  "formula": "C3H7O3",
  "method": "ωB97M-V/def2-TZVPD",
  "total_charge": -1,
  "e_lumo_ev": 4.15,
  "multiplicity": 1,
  "symbols": ["H", "O", "C", "H", "H", "C", "H", "O", "H", "H", "C", "H", "O"],
  "positions_angstrom": [[-2.99, -0.70, -0.52], [-1.97, 1.07, -0.21], [1.19, -0.16, 0.56], [-1.66, -0.42, -1.67], [2.61, -0.46, -0.99], [-2.45, 0.07, -1.08], [2.25, -1.96, -0.17], [1.95, 0.69, 1.06], [-1.18, 0.73, 0.23], [-3.07, 0.58, -1.81], [1.81, -1.04, -0.56], [1.03, -1.23, -1.29], [-0.04, -0.33, 0.81]]
}


Quick ranking, most stable first: ii), i).


i) {
  "formula": "CH5N2O2",
  "method": "ωB97M-V/def2-TZVPD",
  "total_charge": -1,
  "e_lumo_ev": [4.62, 4.62],
  "multiplicity": 1,
  "symbols": ["N", "H", "H", "H", "N", "C", "O", "O", "H", "H"],
  "positions_angstrom": [[0.56, -0.15, -1.09], [-0.11, 0.21, 2.01], [-1.32, -0.04, -0.12], [1.29, 0.34, 0.79], [0.89, -0.11, 1.80], [-0.87, 0.09, -1.25], [0.77, -1.45, 1.67], [1.14, 0.76, -0.31], [-1.34, -0.72, -1.79], [-1.00, 1.08, -1.71]]
}


ii) {
  "formula": "CH5N2O2",
  "method": "ωB97M-V/def2-TZVPD",
  "total_charge": -1,
  "e_lumo_ev": 4.56,
  "multiplicity": 1,
  "symbols": ["O", "N", "H", "O", "H", "C", "N", "H", "H", "H"],
  "positions_angstrom": [[-2.51, 0.17, -0.70], [1.68, 0.88, 0.35], [-2.23, 0.61, 1.28], [0.46, 1.31, 0.51], [1.22, -0.26, -1.33], [1.93, 0.04, -0.67], [-1.92, -0.14, 0.60], [2.96, 0.01, -0.93], [-0.98, 0.29, 0.52], [-1.70, 0.42, -1.17]]
}


Quick ranking, most stable first: ii), i).


i) {
  "formula": "C3H14N2O",
  "method": "ωB97M-V/def2-TZVPD",
  "total_charge": 2,
  "e_lumo_ev": -8.59,
  "multiplicity": 1,
  "symbols": ["N", "O", "H", "H", "H", "H", "C", "H", "H", "H", "H", "C", "H", "H", "N", "H", "C", "H", "H", "H"],
  "positions_angstrom": [[1.18, 0.60, -1.21], [3.12, -0.63, -0.17], [-2.38, -2.00, 1.79], [0.75, -0.09, -1.98], [-0.03, 2.33, -1.18], [-2.39, -2.35, 0.27], [0.26, 1.50, -0.41], [-3.25, -1.04, 0.66], [1.92, 1.07, -1.86], [-0.96, 0.44, 2.00], [1.92, -0.01, -0.60], [-0.87, 0.00, 1.09], [3.40, -1.54, -0.24], [-1.94, 1.42, 0.16], [-2.25, -1.46, 0.87], [3.71, -0.15, 0.39], [-1.16, 0.70, -0.13], [-1.64, 0.05, -1.00], [-0.18, -0.80, 1.03], [0.78, 1.95, 0.51]]
}


ii) {
  "formula": "C3H14N2O",
  "method": "ωB97M-V/def2-TZVPD",
  "total_charge": 2,
  "e_lumo_ev": -7.45,
  "multiplicity": 1,
  "symbols": ["H", "N", "H", "H", "H", "C", "H", "H", "H", "H", "C", "H", "H", "C", "H", "H", "O", "H", "N", "H"],
  "positions_angstrom": [[0.28, 2.15, 1.04], [-2.28, 1.79, -0.17], [2.70, -0.69, -0.48], [0.87, -0.50, 1.52], [1.16, -1.62, -0.51], [-1.07, 0.53, 0.32], [-3.16, 1.58, 0.34], [-1.22, 0.00, -0.62], [0.84, -3.48, -1.00], [-1.51, 0.38, 1.29], [0.20, 1.29, 0.38], [2.08, 0.79, 1.19], [-0.12, -3.04, 0.16], [1.29, 0.18, 0.78], [-2.15, 2.77, 0.11], [-2.82, 1.84, -1.05], [0.31, -2.74, -0.65], [1.39, -0.10, -1.28], [1.68, -0.60, -0.44], [0.66, 1.61, -0.56]]
}


Quick ranking, most stable first: ii), i).


i) {
  "formula": "C2H9NO3",
  "method": "ωB97M-V/def2-TZVPD",
  "e_lumo_ev": 0.51,
  "multiplicity": 1,
  "symbols": ["H", "H", "O", "H", "H", "N", "H", "O", "H", "C", "H", "H", "C", "H", "O"],
  "positions_angstrom": [[1.03, 1.41, -2.18], [-2.01, -0.05, 2.18], [0.30, 0.78, -2.14], [-0.87, 0.79, -0.26], [0.31, -1.55, -2.25], [-0.03, -0.47, 1.55], [-0.76, 1.30, 2.32], [0.00, -1.32, -1.36], [-1.41, 1.02, 0.36], [0.52, -0.07, -1.05], [-0.35, -1.43, 1.41], [2.13, -0.52, -0.03], [-1.02, 0.33, 1.92], [0.24, -0.14, 0.40], [1.92, -0.08, -0.87]]
}


ii) {
  "formula": "C2H9NO3",
  "method": "ωB97M-V/def2-TZVPD",
  "e_lumo_ev": 0.49,
  "multiplicity": 1,
  "smiles": "NCC=O.O.O",
  "symbols": ["O", "C", "N", "H", "H", "O", "H", "H", "H", "H", "O", "H", "H", "H", "C"],
  "positions_angstrom": [[3.09, -0.10, -1.21], [-0.43, -0.31, -0.65], [0.32, -1.40, -1.36], [-0.27, -2.27, -1.39], [0.65, -0.99, -2.24], [-0.72, 2.07, 4.02], [2.52, -0.64, -0.64], [3.42, 0.57, -0.56], [-1.47, 1.63, 3.70], [-0.05, -0.25, 0.43], [-2.53, 0.10, 0.19], [-2.47, -0.69, -1.70], [-0.04, 0.64, -1.18], [-0.11, 1.91, 3.39], [-1.92, -0.27, -0.79]]
}


iii) {
  "formula": "C2H9NO3",
  "method": "ωB97M-V/def2-TZVPD",
  "e_lumo_ev": 0.57,
  "multiplicity": 1,
  "smiles": "CNC=O.O.O",
  "symbols": ["H", "O", "H", "C", "H", "C", "H", "H", "H", "O", "H", "H", "O", "N", "H"],
  "positions_angstrom": [[0.76, -2.64, -0.22], [-0.18, 1.00, -0.25], [-2.05, 1.50, 0.46], [0.84, -1.54, -0.15], [0.56, 0.02, 1.64], [0.15, 0.46, -1.29], [1.05, -1.08, -2.23], [-1.98, 2.48, -0.79], [-0.07, -1.22, 0.35], [-2.43, 2.27, 0.03], [0.03, 0.26, 3.00], [0.11, 1.05, -2.23], [0.55, -0.40, 2.51], [0.93, -0.67, -1.32], [1.73, -1.49, 0.49]]
}


Quick ranking, most stable first: iii), ii), i).